(1)
Molecular formula: C30H44BrMgN3P2
Method: DFT, the ωB97M-V functional and the def2-TZVPD basis

Each line ends with the Mulliken charge.
Element x y z (Å)
C (0.421, -5.173, 0.871)  -0.320
C (0.709, -4.393, -0.266)  0.480
C (-0.012, -4.685, -1.449)  -0.319
C (-1.084, -5.581, -1.378)  -0.426
N (-1.412, -6.231, -0.256)  -0.538
C (-0.671, -6.043, 0.843)  -0.409
C (1.531, -3.229, -0.101)  -0.051
C (2.238, -2.240, 0.036)  -0.784
C (3.080, -1.070, -0.030)  0.354
C (2.798, 0.185, 0.614)  -0.001
C (3.392, 1.401, 0.116)  -1.157
C (4.549, 1.266, -0.617)  -0.451
C (5.070, 0.004, -0.939)  -0.600
C (4.301, -1.144, -0.687)  -0.554
Mg (1.123, 1.707, 0.598)  1.952
P (-1.208, -0.309, 0.766)  0.834
H (0.254, -4.240, -2.409)  0.467
H (1.044, -5.106, 1.763)  0.484
H (-1.699, -5.799, -2.259)  0.405
H (-0.944, -6.619, 1.735)  0.374
H (4.658, -2.125, -0.967)  0.610
H (2.881, 0.132, 1.706)  0.766
H (6.045, -0.095, -1.422)  0.482
H (3.072, 2.409, 0.470)  0.977
C (-2.650, 0.783, 1.184)  -0.848
C (-4.076, 0.265, 1.047)  -1.665
H (-2.523, 1.669, 0.536)  0.412
H (-2.469, 1.120, 2.217)  0.576
H (-4.773, 1.074, 1.298)  0.468
H (-4.324, -0.036, 0.023)  0.298
H (-4.297, -0.551, 1.743)  0.311
C (-1.857, -1.352, -0.635)  -0.068
C (-2.840, -2.483, -0.354)  -1.470
H (-0.941, -1.754, -1.095)  0.271
H (-2.291, -0.640, -1.352)  0.326
H (-3.133, -2.940, -1.307)  0.453
H (-2.389, -3.293, 0.233)  0.105
H (-3.767, -2.144, 0.124)  0.243
C (-1.118, -1.536, 2.149)  0.385
C (-2.386, -1.945, 2.899)  -1.600
H (-0.389, -1.106, 2.852)  0.104
H (-0.622, -2.417, 1.714)  -0.253
H (-2.112, -2.613, 3.725)  0.461
H (-2.895, -1.092, 3.364)  0.347
H (-3.088, -2.511, 2.276)  0.275
Br (5.458, 2.838, -1.207)  -0.103
P (0.031, 1.850, -1.822)  0.794
C (-1.687, 1.698, -2.482)  -0.547
C (-2.223, 2.838, -3.356)  -1.378
H (-2.320, 1.602, -1.584)  0.183
H (-1.785, 0.741, -3.014)  0.564
H (-3.291, 2.693, -3.572)  0.447
H (-2.138, 3.811, -2.854)  0.283
H (-1.712, 2.889, -4.330)  0.259
C (0.404, 3.670, -1.846)  -0.571
C (0.998, 4.293, -3.116)  -1.400
H (1.118, 3.856, -1.021)  0.421
H (-0.506, 4.223, -1.565)  0.511
H (1.319, 5.333, -2.929)  0.432
H (1.895, 3.755, -3.452)  0.288
H (0.277, 4.340, -3.946)  0.273
C (1.138, 1.075, -3.067)  -0.591
C (0.735, 1.148, -4.547)  -1.331
H (1.177, 0.018, -2.746)  0.405
H (2.158, 1.464, -2.917)  0.342
H (1.442, 0.575, -5.170)  0.419
H (-0.257, 0.708, -4.725)  0.316
H (0.743, 2.175, -4.936)  0.263
N (-0.208, 3.112, 2.304)  -0.358
C (0.417, 2.256, 3.231)  0.814
C (0.620, 2.567, 4.587)  -0.954
C (1.391, 1.737, 5.401)  -0.509
C (1.948, 0.577, 4.844)  -1.075
C (1.706, 0.295, 3.511)  -0.008
N (1.035, 1.166, 2.677)  0.222
H (-0.803, 2.628, 1.606)  -0.272
H (-0.754, 3.854, 2.723)  0.383
H (0.156, 3.472, 4.985)  0.409
H (1.532, 1.932, 6.461)  0.431
H (2.583, -0.114, 5.405)  0.455
H (2.210, -0.599, 3.092)  0.478

The energy is -4790.033495 hartree. The calculation puts the energy relative to the best compared isomer or geometry (same formula, charge and spin) at 0.9951 eV. Its charge is +2. The HOMO energy is -13.6558 eV.

***

(2)
Molecular formula: C30H44ClI2N11O
Method: DFT, the ωB97M-V functional and the def2-TZVPD basis

Each line ends with the Mulliken charge.
Element x y z (Å)
C (-2.716, -4.769, 0.680)  -0.812
C (-1.087, -4.502, 0.413)  -0.006
Cl (-0.554, -4.966, -1.321)  -0.218
C (-0.546, -3.066, 0.942)  -1.042
C (-1.046, -1.724, 0.197)  2.122
C (0.294, -1.041, -0.535)  -0.346
N (1.255, -0.399, -1.162)  -0.738
C (-2.165, -1.875, -0.979)  -0.303
C (-2.617, -0.407, -1.647)  -0.257
O (-1.872, 0.118, -2.643)  -0.576
N (-3.883, 0.225, -1.088)  0.263
C (-5.120, -0.564, -1.568)  -0.826
C (-4.115, 1.622, -1.627)  -0.716
C (-1.506, -0.640, 1.356)  0.436
C (-2.847, -1.177, 2.200)  0.018
N (-3.940, -1.742, 2.651)  -0.663
C (-0.357, -0.288, 2.466)  -0.810
I (-1.474, 0.223, 4.331)  -0.050
C (0.557, 1.033, 2.139)  -0.264
C (2.145, 0.535, 2.301)  -0.905
I (0.315, 2.615, 3.692)  0.338
H (-2.850, -5.526, 1.589)  0.264
H (-3.181, -3.744, 1.068)  0.121
H (-3.262, -5.204, -0.261)  0.264
H (-0.561, -5.324, 1.105)  0.333
H (-0.763, -3.026, 2.115)  0.143
H (0.646, -3.095, 0.868)  0.260
H (-3.198, -2.352, -0.617)  0.208
H (-1.808, -2.508, -1.926)  0.379
H (-4.768, -1.544, -2.151)  0.288
H (-5.834, 0.088, -2.243)  0.372
H (-5.641, -0.951, -0.573)  0.262
H (-3.270, 2.390, -1.363)  -0.031
H (-5.164, 1.977, -1.184)  0.379
H (-4.287, 1.529, -2.794)  0.348
H (-1.854, 0.408, 0.902)  0.120
H (0.343, -1.171, 2.773)  0.421
H (0.398, 1.484, 1.068)  0.279
H (2.221, 0.120, 3.418)  0.298
H (2.256, -0.419, 1.610)  0.165
H (2.917, 1.384, 2.071)  0.348
C (0.306, 0.621, -4.789)  -0.282
C (0.436, 0.967, -6.264)  0.244
N (0.544, 1.253, -7.487)  -0.582
H (0.948, 1.278, -4.195)  0.282
H (-0.731, 0.750, -4.466)  0.019
H (0.605, -0.417, -4.621)  0.376
C (0.232, -5.044, 5.149)  -0.848
C (0.827, -5.250, 3.765)  0.579
N (1.321, -5.420, 2.618)  -0.568
H (0.077, -3.977, 5.333)  0.241
H (-0.729, -5.561, 5.222)  0.319
H (0.909, -5.442, 5.909)  0.329
C (5.059, -3.948, 2.632)  -0.480
C (4.136, -3.011, 3.395)  0.398
N (3.371, -2.233, 4.028)  -0.529
H (4.483, -4.777, 2.212)  0.264
H (5.550, -3.407, 1.819)  -0.040
H (5.822, -4.349, 3.305)  0.337
C (-1.388, 3.693, -8.604)  -0.513
C (-2.310, 4.630, -7.842)  0.433
N (-3.075, 5.408, -7.209)  -0.534
H (-1.963, 2.864, -9.025)  0.266
H (-0.896, 4.234, -9.418)  0.289
H (-0.625, 3.292, -7.932)  0.079
C (-1.778, 4.390, -4.401)  -0.547
C (-0.332, 4.291, -3.944)  0.367
N (0.868, 4.208, -3.564)  -0.562
H (-2.403, 4.762, -3.585)  0.327
H (-1.854, 5.077, -5.249)  0.183
H (-2.141, 3.405, -4.707)  0.218
C (1.513, 4.359, 7.862)  -0.776
C (1.025, 4.097, 6.446)  0.676
N (0.620, 3.880, 5.272)  -0.705
H (2.047, 3.483, 8.240)  0.264
H (2.188, 5.219, 7.870)  0.274
H (0.663, 4.568, 8.517)  0.272
C (0.202, 5.077, 0.002)  -0.775
C (-1.052, 4.289, 0.343)  0.462
N (-2.092, 3.635, 0.626)  -0.548
H (1.064, 4.405, -0.046)  0.243
H (0.081, 5.569, -0.967)  0.299
H (0.385, 5.837, 0.767)  0.328
C (7.908, -1.219, 0.040)  -0.673
C (7.708, -2.708, 0.267)  0.431
N (7.541, -3.944, 0.456)  -0.485
H (8.802, -0.878, 0.569)  0.262
H (8.028, -1.018, -1.028)  0.263
H (7.041, -0.665, 0.411)  0.254

The energy is -2901.946462 hartree. The HOMO energy is -7.3910 eV.